Record 1
Formula: C8H10N2O2PS
Source: OMol25
Level of theory: ωB97M-V/def2-TZVPD

Each line ends with the Mulliken charge.
Positions of all 24 atoms, in Å:
C1 -2.1538 2.0990 -0.0674  -0.36
C2 -3.4729 2.2393 -0.0438  -0.27
C3 -0.4785 0.3165 -0.1718  0.20
C4 -2.7368 -0.0597 0.2898  -0.05
C5 0.7371 1.1838 -0.1814  0.70
C6 4.0725 -0.3461 -0.1386  -1.16
C7 -1.9975 -3.2698 0.2670  -0.77
C8 3.0920 0.8060 -0.0060  -0.34
N1 -1.7198 0.7566 0.0250  0.17
N2 -1.2934 -2.0724 0.1621  0.07
O1 0.7800 2.3883 -0.3084  -0.56
O2 1.7893 0.3710 0.1280  -0.17
P1 0.0445 -1.3159 0.2467  0.03
S1 -4.1978 0.6529 0.2023  0.01
H1 -1.3685 2.7933 -0.4623  0.38
H2 -4.1819 3.0604 -0.2542  0.40
H3 4.3497 -0.5913 -1.2704  0.26
H4 5.0001 -0.0547 0.1536  0.45
H5 3.7404 -1.1459 0.5652  0.28
H6 -2.2589 -3.3897 1.3356  0.32
H7 -1.4534 -4.0488 -0.2415  0.36
H8 -2.8492 -3.2335 -0.3196  0.33
H9 3.2560 1.4243 -0.7991  0.41
H10 3.3009 1.4363 0.8894  0.34

As for the total energy: -35644.79700 eV. The calculation puts the LUMO energy (alpha / beta) at -0.2398 / -0.2150 hartree. Its net charge is +1. The calculation puts the strongest force on any atom at 0.0699 Eh/bohr. As for the relative energy (zero: lowest compared OMol25 entry of this formula, charge and spin): 4.791 eV.

Record 2
Formula: C8H10N2O3S
Source: OMol25
Level of theory: ωB97M-V/def2-TZVPD

Each line ends with the Mulliken charge.
Positions of all 24 atoms, in Å:
C1 -1.4055 -0.5323 -0.1796  0.91
C2 -1.4387 0.8308 -0.4971  -0.28
C3 -3.1973 1.8072 1.3329  0.07
C4 0.8704 0.4005 -0.1611  0.65
C5 -2.5678 -1.3555 -0.0833  0.50
C6 -2.2405 -2.8064 0.1320  -1.55
C7 2.7957 1.9039 -0.4216  -0.88
C8 3.0617 -0.4258 0.4199  -1.45
N1 -0.0732 1.2831 -0.4136  0.01
N2 2.1859 0.6482 -0.1081  0.11
O1 -3.6745 -1.0355 -0.4479  -0.58
O2 -2.3366 1.5899 -0.8097  -0.68
O3 -4.3409 1.6629 1.2949  -0.18
S1 0.1695 -1.1543 -0.0240  -0.40
H1 -1.3574 -2.9239 0.5999  0.53
H2 -2.1484 -3.2775 -0.8877  0.30
H3 -3.0244 -3.3874 0.5712  0.38
H4 2.6927 2.1261 -1.6206  0.26
H5 2.0973 2.5921 0.1087  0.30
H6 3.8764 2.0831 -0.1594  0.33
H7 4.0161 -0.3574 0.1741  0.47
H8 3.0996 -0.5717 1.4393  0.49
H9 2.7833 -1.3468 0.1136  0.51
H10 0.1564 2.2468 -0.3729  0.19

As for the total energy: -28413.44640 eV. The calculation puts the LUMO energy at 0.0019 hartree. The calculation puts the strongest force on any atom at 0.0912 Eh/bohr. As for the relative energy (zero: lowest compared OMol25 entry of this formula, charge and spin): 2.559 eV.

Record 3
Formula: C8H10N2O5
Source: OMol25
Level of theory: ωB97M-V/def2-TZVPD

Each line ends with the Mulliken charge.
Positions of all 25 atoms, in Å:
C1 0.3757 -1.7459 0.2806  -0.66
C2 1.5340 -1.2416 -0.3221  -0.52
C3 -0.7812 -1.0445 0.3042  -0.45
C4 2.0298 0.0560 -0.1330  0.10
C5 -1.2238 -0.0550 -0.7179  0.62
C6 1.2789 1.0823 0.6528  0.64
C7 -0.6014 0.2508 -2.0305  -1.31
C8 1.2258 0.9156 2.1420  -1.30
N1 3.3514 0.2057 -0.5178  1.07
N2 -2.2708 0.5636 -0.2750  0.90
O1 3.9326 -0.6698 -1.0950  -0.66
O2 -2.9584 0.4828 0.7022  -0.75
O3 3.8417 1.2767 -0.2510  -0.62
O4 -2.8068 1.5008 -1.2726  -0.54
O5 0.8242 2.0449 0.0586  -0.52
H1 0.5213 -2.6512 0.8849  0.36
H2 2.1426 -1.9481 -0.7747  0.66
H3 -1.5719 -1.3744 0.9564  0.46
H4 0.0125 -0.5041 -2.5508  0.39
H5 0.1617 1.0914 -2.1270  0.30
H6 -1.3664 0.6092 -2.7609  0.40
H7 0.2914 1.1431 2.7268  0.36
H8 1.8365 1.6946 2.6667  0.41
H9 1.7363 -0.0023 2.6823  0.30
H10 -3.6996 1.7901 -1.0044  0.35

As for the total energy: -21667.06155 eV. The calculation puts the LUMO energy at -0.0489 hartree. The calculation puts the strongest force on any atom at 0.1144 Eh/bohr. As for the relative energy (zero: lowest compared OMol25 entry of this formula, charge and spin): 8.929 eV.

Record 4
Formula: C8H10N2ORuSe2Te2
Source: OMol25
Level of theory: ωB97M-V/def2-TZVPD

Each line ends with the Löwdin spin population.
Positions of all 26 atoms, in Å:
Ru1 0.7728 0.9826 0.4101  1.98
Se1 -1.1734 1.4049 1.7926  0.47
Te1 0.0512 3.4323 1.2180  0.27
Te2 2.6370 1.9283 2.0436  0.45
Se2 3.2780 0.6183 0.0809  0.61
N1 -3.5493 -2.1572 -2.3706  0.00
C1 -2.8650 -1.2103 -2.6042  0.00
C2 -2.0055 -0.1224 -2.5654  0.00
C3 -1.9646 0.9224 -3.5406  0.03
C4 -1.1475 2.0115 -3.3012  0.00
C5 -0.2695 1.9817 -2.1976  0.03
N2 -0.2219 0.9027 -1.3441  0.04
C6 -1.1273 -0.1237 -1.5253  0.03
H1 -2.5048 0.7939 -4.4447  0.00
H2 -1.1559 2.8987 -3.9881  0.00
H3 0.3931 2.8763 -1.9876  0.00
H4 -1.1300 -0.9320 -0.7830  0.00
C7 1.8277 -1.9372 3.5593  0.00
C8 0.6578 -1.8514 2.5526  0.00
O1 1.1323 -1.7671 1.1939  0.05
H5 1.5062 -1.4830 4.4988  0.00
H6 2.6000 -1.2731 3.0904  0.00
H7 2.2169 -2.9323 3.6685  0.00
H8 0.0464 -0.9588 2.7445  0.00
H9 -0.0045 -2.7210 2.5734  0.00
H10 1.9998 -1.2842 1.2258  0.02

As for the total energy: -161327.90133 eV. The calculation puts the LUMO energy (alpha / beta) at -0.3608 / -0.3853 hartree. The spin multiplicity is 5. Its net charge is +2. The calculation puts the strongest force on any atom at 0.1308 Eh/bohr. Its expectation value of S² is 6.09.

Record 5
Formula: C8H10N2OS
Source: OMol25
Level of theory: ωB97M-V/def2-TZVPD

Each line ends with the Mulliken charge.
Positions of all 22 atoms, in Å:
C1 3.1203 -0.9724 0.1352  -0.33
C2 3.2493 0.2702 -0.5276  -0.77
C3 1.8502 -1.3803 0.4424  -0.72
C4 2.1140 1.0400 -0.6714  -0.41
C5 0.7501 -0.5567 0.3417  0.53
C6 0.8530 0.6624 -0.2992  0.38
C7 -1.5303 0.6041 0.4508  -0.47
C8 -3.5568 -0.4301 -0.5317  -0.77
N1 -0.4593 -0.9020 0.8494  -0.53
N2 -2.3240 0.4181 -0.6596  -0.24
O1 0.0840 2.7537 1.0762  -0.58
S1 -0.3281 1.9858 -0.1086  0.34
H1 3.7981 -1.7593 0.4295  0.35
H2 4.0884 0.8478 -0.7692  0.37
H3 1.8768 -2.2452 0.9546  0.48
H4 2.3056 1.9990 -1.1343  0.28
H5 -2.0967 0.6279 1.2918  0.69
H6 -3.3998 -1.3529 -0.0020  0.32
H7 -4.4315 0.0870 0.0165  0.25
H8 -3.8003 -0.6174 -1.6962  0.29
H9 -0.4684 -1.1574 1.8160  0.25
H10 -1.6945 0.0775 -1.4044  0.29

As for the total energy: -24317.30778 eV. The calculation puts the LUMO energy at 0.0277 hartree. The calculation puts the strongest force on any atom at 0.0829 Eh/bohr. As for the relative energy (zero: lowest compared OMol25 entry of this formula, charge and spin): 3.556 eV.

Record 6
Formula: C8H10N2OS
Source: OMol25
Level of theory: ωB97M-V/def2-TZVPD

Each line ends with the Löwdin spin population.
Positions of all 22 atoms, in Å:
C1 -2.2806 -1.8505 -2.3559  0.06
C2 -2.4003 -1.1817 -1.1822  0.15
C3 -0.2569 -1.3819 -1.7926  0.06
C4 0.3962 1.5475 -0.6904  0.09
C5 -0.4697 -0.5876 0.5101  0.04
C6 0.5840 0.3611 0.1954  0.43
C7 1.4263 1.4979 2.2523  0.02
C8 1.8408 0.5609 1.1131  0.03
N1 -0.9404 -1.9842 -2.7252  0.10
N2 -1.0604 -0.9551 -0.7659  0.06
O1 -0.5030 1.6804 -1.5140  0.19
S1 1.4165 -1.2774 -1.5461  0.72
H1 -3.1394 -2.1940 -2.8574  0.00
H2 -3.1239 -1.1498 -0.3595  0.01
H3 1.2227 2.3521 -0.6187  0.00
H4 -0.2184 -1.4997 1.0223  0.00
H5 -1.1694 0.0728 1.1820  0.02
H6 1.0794 2.4707 1.8564  0.00
H7 2.2791 1.7018 2.9785  0.00
H8 0.5804 1.1539 2.9990  0.00
H9 2.1291 -0.3458 1.6953  0.00
H10 2.6078 1.0087 0.6034  0.00

As for the total energy: -24317.06060 eV. The calculation puts the LUMO energy (alpha / beta) at 0.0235 / -0.0965 hartree. The spin multiplicity is 3. The calculation puts the strongest force on any atom at 0.0984 Eh/bohr. As for the relative energy (zero: lowest compared OMol25 entry of this formula, charge and spin): 0.000 eV. Its expectation value of S² is 2.03.